# 1
The following is a quantum chemistry calculation of a 2-piece molecular cluster, C2H7ClNO2P overall, from OMol25.

Cartesian coordinates (Å):
O  -0.814  -1.354  -0.625
H  -2.232  -2.458  0.174
H  -0.529  3.021  0.304
C  0.079  2.266  -0.329
H  -2.277  -0.908  0.905
P  0.200  -0.264  -1.142
O  -0.471  0.993  -0.368
H  1.015  2.127  0.128
C  -1.558  -1.655  0.502
H  -1.069  -1.959  1.384
N  2.047  -0.543  0.448
Cl  3.504  -0.444  -0.535
H  0.072  2.778  -1.274
H  2.032  -1.601  0.428

Properties
orbital gap: 8.4 eV
E: -1087.08810 a.u.
HOMO energy: -0.29913 Ha


# 2
The following is a quantum chemistry calculation of a 3-piece molecular cluster, C2H7I2N2O overall, from OMol25.

Cartesian coordinates (Å):
C  -1.882  -0.390  -1.050
H  -0.305  -0.768  1.753
O  0.312  1.356  -0.411
I  1.782  -2.508  0.231
H  -1.016  -0.191  -1.694
H  -2.245  -1.388  -0.988
C  0.526  0.151  0.040
I  3.849  1.045  0.224
H  0.914  1.610  -1.083
H  -0.963  0.663  1.268
H  -2.676  0.332  -1.222
N  1.144  -0.771  -0.509
H  0.645  0.646  1.970
N  -0.085  0.213  1.471

Properties
orbital gap (spin up / spin down): 6.4 / 8.7 eV
E: -860.12235 a.u.
charge: +1
HOMO energy (spin up / spin down): -0.48412 / -0.49721 Ha


Question: Which formula does entry 1 have?
Answer: C2H7ClNO2P